Entry 1:
DFT (ωB97M-V/def2-TZVPD) results for C15H23ClN4O4S in the gas phase.

CARTESIAN COORDINATES (ANGSTROEM)
1 H 1.9484 -0.0488 -1.0497
2 H -3.4022 1.4987 2.8926
3 H -0.0946 2.6846 2.4789
4 H 1.3245 -2.0984 2.5673
5 H -0.6459 3.2646 -0.3963
6 Cl -0.4548 0.0107 4.1217
7 H 4.0736 -0.2794 0.2500
8 N 1.9516 -1.0343 -1.2586
9 H 0.9888 2.6716 3.8951
10 C 1.7409 -2.5819 -3.2147
11 H 4.0344 -1.7801 1.1938
12 C -2.1768 0.8986 -0.0615
13 H 2.8023 -2.3667 -3.3692
14 H -3.5246 -0.5464 0.8055
15 C -3.7254 1.3414 1.8655
16 H -2.6256 2.6849 -1.2646
17 C 3.4253 -1.0597 0.6523
18 C -2.8856 0.2694 1.1434
19 C 1.4780 -1.0477 2.3937
20 C 0.9242 2.5053 2.8210
21 H -4.7763 1.0580 1.8815
22 C -1.9376 -0.1645 -1.1495
23 N 2.3084 0.9053 1.6134
24 N 1.3268 1.1506 2.5013
25 H 1.2321 -3.3588 -4.9378
26 O -2.7488 -0.3808 -2.0315
27 C -0.2783 -1.8603 -1.8633
28 H -0.2236 -0.5725 -0.1781
29 H -2.1210 -0.1493 1.7972
30 C 1.1172 -1.4833 -2.3685
31 S -3.5526 2.9078 0.9520
32 H -0.2207 -2.8170 -1.3342
33 H -3.9615 1.5621 -1.0296
34 C 0.8083 0.0036 2.9703
35 H 1.0071 -0.6174 -3.0275
36 C -3.0949 2.0129 -0.5495
37 O 1.0248 -2.5602 -4.4459
38 H 1.6574 -3.5494 -2.7196
39 N -0.7795 -0.8341 -0.9787
40 O -0.9287 1.3799 0.4325
41 H 0.8034 2.2734 -0.1141
42 H -0.2718 1.8987 -1.4796
43 H 1.6148 3.1686 2.3096
44 C 2.4167 -0.4166 1.5544
45 O 2.8774 -3.0152 -0.6439
46 C 2.7471 -1.8165 -0.4855
47 H -0.9682 -1.9648 -2.6973
48 C -0.2342 2.2531 -0.4442

Forces on atoms 1 to 2 (eV/Å):
-0.03 0.00 0.01
0.03 0.02 -0.01

Calculated values
Structure (SMILES): CO[C@@]1(C(=O)NC[C@H](CO)NC(=O)Cc2cc(Cl)n(C)n2)CCSC1
2S+1: 1
Energy in eV: -53437.0988
Energy relative to the best compared isomer or geometry (same formula, charge and spin) in kJ/mol: 37.9
HOMO-LUMO gap in eV: 9.17
Strongest force on any atom in eV/Å: 0.39


Entry 2:
DFT (ωB97M-V/def2-TZVPD) results for a molecular structure, C15H23CrN2O5Si.

CARTESIAN COORDINATES (ANGSTROEM)
1 C -1.4918 -1.0983 2.4481
2 C -3.6523 -0.0075 0.6312
3 C 3.3807 -1.0480 0.2025
4 H -4.8005 1.7245 0.1954
5 C 1.3899 -2.0641 -0.6555
6 C -2.2407 -1.8233 1.2935
7 C 3.7261 2.3125 0.0930
8 H 4.1987 1.9186 0.9960
9 C 3.3166 -3.4336 -0.1917
10 H 0.3935 -1.9659 -1.0775
11 C 2.0070 -3.3006 -0.6353
12 H -3.7335 -1.7363 -1.3123
13 H 1.3569 3.6904 1.7330
14 C -3.9610 1.1982 -0.2624
15 C 1.2264 2.9347 -1.4510
16 H 1.6027 2.5298 -2.3927
17 H 3.9308 -0.1768 0.5308
18 H 1.5043 2.0886 2.4815
19 C 1.1227 2.6294 1.6132
20 H 1.4619 -4.1703 -0.9864
21 O -2.7354 -0.4888 -3.3106
22 H 1.5452 3.9779 -1.3747
23 H -3.4275 0.3607 1.6342
24 H -1.5692 -2.5980 0.9177
25 O -1.7674 -1.3848 3.6039
26 H 0.0351 2.5119 1.6159
27 C 2.0364 -0.8859 -0.2019
28 C -2.1885 -0.4861 -2.2203
29 C -2.6975 -1.4485 -1.1132
30 O -2.9090 2.1400 -0.3523
31 Si 1.8613 1.9156 0.0202
32 H -2.0752 -2.3426 -1.1802
33 H -4.5539 -0.6334 0.6929
34 H 3.7953 -4.4042 -0.1696
35 H 0.1345 2.9133 -1.5019
36 H 4.2654 1.9150 -0.7706
37 N -2.5112 -0.8466 0.2186
38 H 5.0224 -2.3681 0.5416
39 O -1.1872 0.2407 -1.8505
40 O -0.6221 -0.2544 2.0284
41 H -4.2777 0.8689 -1.2566
42 H -2.3454 1.8934 -1.1026
43 H -3.1535 -2.2940 1.6696
44 C 3.9932 -2.2875 0.2084
45 H 3.8568 3.3977 0.0990
46 Cr -0.6205 0.0874 0.0702
47 N 1.3572 0.2985 -0.1687

Forces on atoms 1 to 2 (eV/Å):
-0.32 -0.30 0.03
0.12 0.33 -0.05

Calculated values
2S+1: 5
Energy in eV: -65451.2373
HOMO-LUMO gap (alpha / beta) in eV: 6.93 / 7.27
Charge: -1
Strongest force on any atom in eV/Å: 0.65
<S²>: 6.01


Entry 3:
DFT (ωB97M-V/def2-TZVPD) results for C15H23N3O2 in the gas phase.

CARTESIAN COORDINATES (ANGSTROEM)
1 N -3.0147 -0.3579 1.2770
2 O 1.2867 -2.0713 0.7803
3 H 1.9607 3.9562 -1.3216
4 C 2.4926 3.0271 -1.4507
5 H 4.4650 -0.2365 -1.8959
6 N 0.2316 -0.6593 -0.6507
7 C -1.0966 -1.0802 -0.2700
8 H -1.9755 0.8688 0.0031
9 H -1.6793 -1.2571 -1.1788
10 H 1.1468 3.8129 0.8794
11 H -4.0898 -0.0746 -0.4708
12 C 4.2916 1.8171 -2.4746
13 H -0.0952 3.5072 -0.3688
14 H -1.0646 0.2655 1.3965
15 C 0.4353 3.0793 0.4886
16 C -1.7814 -0.0182 0.6203
17 O 1.0722 1.8703 0.1549
18 H 3.8587 3.8800 -2.8500
19 H -5.2365 -2.3017 -0.4577
20 H -3.1152 -3.2189 3.1585
21 H 0.3021 0.2310 -1.1145
22 H -2.2009 -3.0604 1.6597
23 C -4.3111 -2.1577 0.1037
24 C -4.3375 -2.9760 1.3913
25 C -2.9489 -1.1900 2.4597
26 H -2.0149 -0.9771 2.9825
27 C -3.0749 -2.6964 2.2009
28 C 3.5755 2.9870 -2.3146
29 C -4.1548 -0.6692 0.4433
30 H -4.4141 -4.0410 1.1622
31 N 2.5100 -0.4678 -0.2080
32 C 1.3105 -1.1037 0.0458
33 C 3.9091 0.6826 -1.7819
34 H -3.4810 -2.4925 -0.5195
35 C 2.1081 1.8983 -0.7417
36 H -5.0509 -0.3489 0.9914
37 H 3.3047 -1.0229 0.0779
38 H -0.2855 2.8253 1.2641
39 H -5.2144 -2.6939 1.9803
40 H 5.1441 1.7834 -3.1348
41 H -0.9742 -2.0157 0.2767
42 H -3.7802 -0.8832 3.1088
43 C 2.8141 0.6927 -0.9259

Forces on atoms 1 to 2 (eV/Å):
-0.04 -0.03 -0.03
-0.06 -0.29 0.36

Calculated values
Structure (SMILES): COc1ccccc1NC(=O)NCCN1CCCCC1
2S+1: 1
Energy in eV: -24493.8903
Energy relative to the best compared isomer or geometry (same formula, charge and spin) in kJ/mol: 27.1
HOMO-LUMO gap in eV: 8.54
Strongest force on any atom in eV/Å: 0.59


Entry 4:
DFT (ωB97M-V/def2-TZVPD) results for C15H23N5O3 in the gas phase.

CARTESIAN COORDINATES (ANGSTROEM)
1 O -2.2663 -4.2084 0.8817
2 O -3.6913 -2.3025 -0.1632
3 H -4.4999 -1.2316 -1.7479
4 C 2.5978 -3.2166 -0.4288
5 H 1.1532 -0.5404 -2.6919
6 H -0.4010 0.3467 -2.7329
7 H 0.3921 -4.0396 0.4744
8 C -0.0223 1.5967 -0.5040
9 C 1.5552 5.5696 1.3357
10 H 2.5679 -3.3165 0.6618
11 H 2.7266 5.2540 -0.4404
12 H 0.6716 5.1577 1.8160
13 C -0.1987 -3.2655 0.0150
14 C -1.7203 -1.2736 -1.1555
15 N -0.8520 2.9999 0.9288
16 H 1.3201 6.5822 1.0180
17 C 0.4257 -2.2617 -0.7205
18 C 1.9589 4.7277 0.1309
19 H 1.6509 0.5036 -0.6420
20 C -0.3424 -1.2749 -1.3334
21 N 0.2759 2.3360 0.6010
22 H 1.2740 2.9708 2.2533
23 H -4.1552 -0.2799 -0.2773
24 C -2.3525 -2.2458 -0.4019
25 H 1.0939 4.6025 -0.5236
26 H -1.0223 -5.8646 0.7382
27 H 3.6120 -2.9628 -0.7352
28 N -1.7418 2.6768 0.0959
29 C -1.5575 -5.2621 1.4805
30 C -1.5752 -3.2707 0.1772
31 C -4.4904 -1.2514 -0.6531
32 H 1.9450 1.5081 1.4973
33 H 2.3098 -4.1667 -0.8891
34 H -5.4957 -1.4554 -0.2882
35 H 2.3656 5.6173 2.0607
36 H -0.8489 -4.8991 2.2334
37 N 0.8710 0.8445 -1.1893
38 C 2.5133 3.3538 0.5123
39 C 1.5157 2.4979 1.3000
40 H 2.7975 2.8238 -0.4002
41 O 1.7893 -2.1580 -0.8767
42 H 3.4076 3.4758 1.1266
43 H -2.3094 -5.8807 1.9679
44 H -2.2819 -0.4736 -1.6078
45 C 0.3233 -0.1597 -2.0943
46 N -1.2892 1.8162 -0.8095

Forces on atoms 1 to 2 (eV/Å):
-0.05 0.36 -0.23
0.25 -0.25 0.10

Calculated values
Structure (SMILES): CCCCn1nnnc1NCc1cc(OC)c(OC)cc1OC
2S+1: 1
Energy in eV: -29519.2278
Energy relative to the best compared isomer or geometry (same formula, charge and spin) in kJ/mol: 366.9
HOMO-LUMO gap in eV: 8.12
Strongest force on any atom in eV/Å: 1.59


Entry 5:
DFT (ωB97M-V/def2-TZVPD) results for C15H23NO in the gas phase.

CARTESIAN COORDINATES (ANGSTROEM)
1 C -0.3214 2.0079 -0.2363
2 H 4.6499 -2.9441 0.0869
3 C 1.4884 0.3201 0.3528
4 H -0.9956 2.7701 0.1741
5 C -2.7561 -0.4916 -1.2855
6 C 3.7283 -1.2488 -0.9443
7 C 4.6041 0.3732 0.6899
8 H 3.4067 -2.1031 1.0187
9 H 5.3391 1.1737 0.6300
10 C -2.7920 0.8461 0.7021
11 C 4.2247 -1.9658 0.3096
12 H -6.6191 -1.2065 0.0317
13 H 2.1123 1.1155 -1.4019
14 C -5.8130 -1.4567 0.7213
15 H 2.7252 -1.5617 -1.2314
16 H -4.4257 0.4954 2.0206
17 H -6.1093 -1.1519 1.7219
18 H -0.1520 0.8961 1.6076
19 C 5.2537 -0.9957 0.8830
20 H 5.4896 -1.2007 1.9266
21 H 4.3028 0.7946 -1.4142
22 H -2.3819 1.6093 1.3451
23 H 0.3444 2.4947 -0.9532
24 H 1.0689 2.1654 1.3808
25 H 4.3972 -1.4620 -1.7792
26 H 3.9385 0.5995 1.5219
27 C 0.5100 1.3730 0.8823
28 H -5.6886 -2.5386 0.7081
29 H -4.3523 -1.8807 -1.5170
30 C -3.9184 -1.1153 -0.8895
31 C 3.7791 0.2672 -0.6106
32 C -3.9619 0.2102 1.0866
33 C -4.5436 -0.7752 0.3068
34 H 0.9127 -0.4559 -0.1757
35 H 1.9785 -0.1523 1.2055
36 H 6.1768 -1.0566 0.3038
37 O -1.0396 1.0623 -1.0000
38 C -2.1753 0.5012 -0.4937
39 H -2.2729 -0.7524 -2.2143
40 N 2.5007 0.9437 -0.4818

Forces on atoms 1 to 2 (eV/Å):
0.28 0.23 0.44
-0.05 -0.08 0.07

Calculated values
Structure (SMILES): Cc1ccc(OCCCNC2CCCC2)cc1
2S+1: 1
Energy in eV: -19465.6653
Energy relative to the best compared isomer or geometry (same formula, charge and spin) in kJ/mol: 124.7
HOMO-LUMO gap in eV: 9.16
Strongest force on any atom in eV/Å: 0.57


Entry 6:
DFT (ωB97M-V/def2-TZVPD) results for C15H23NO3 in the gas phase.

CARTESIAN COORDINATES (ANGSTROEM)
1 H 4.0478 -0.0356 -2.8436
2 C -5.5609 0.2145 2.7398
3 H 0.7191 0.8591 -4.2461
4 C 1.1773 0.6799 3.4589
5 H 1.5231 -0.0906 4.1480
6 H -1.5160 0.3807 2.9196
7 H -5.3007 1.2684 2.7956
8 H 3.1606 1.2858 -4.6266
9 H -5.0960 -1.5061 1.4999
10 H 0.5202 1.3643 3.9923
11 H 2.4266 -0.6385 -3.1822
12 C 2.9191 -0.8359 -0.4802
13 C -0.1175 -1.0008 0.3939
14 C 2.9853 0.2107 -2.7803
15 N -0.8657 0.0125 2.2436
16 C 0.9911 -0.5558 1.1688
17 O -3.1185 -1.3811 -0.1861
18 H 1.0809 2.5655 -4.5030
19 H -1.1669 -2.0375 -1.1124
20 O 3.2269 -0.4998 1.8526
21 O -3.4437 -0.3043 1.7634
22 C 0.4714 0.0558 2.3168
23 H 2.0621 1.2071 3.1104
24 C -2.6620 -0.8300 0.7894
25 C 2.6156 0.4144 -1.3128
26 C 1.2238 1.7266 -3.8257
27 H -5.2735 -0.2660 3.6715
28 H 0.2578 -1.1837 -1.7049
29 H -6.6351 0.1216 2.6103
30 H 0.4482 -2.6821 -0.7870
31 C -1.2580 -0.6323 1.0925
32 H 3.9973 -1.0044 -0.4505
33 H 3.1950 2.3127 -3.1943
34 C 2.7107 1.4428 -3.6434
35 C -4.8502 -0.4404 1.5704
36 H 0.7512 1.9745 -2.8788
37 H 2.4422 -1.7059 -0.9272
38 H 1.5565 0.6584 -1.2240
39 H -5.1241 0.0326 0.6206
40 H 3.1834 1.2562 -0.9096
41 C 2.4356 -0.6431 0.9398
42 C -0.1401 -1.7703 -0.8795

Forces on atoms 1 to 2 (eV/Å):
0.02 -0.10 0.00
0.38 -0.13 -0.24

Calculated values
Structure (SMILES): CCCCCC(=O)c1c(C)[nH]c(C(=O)OCC)c1C
2S+1: 1
Energy in eV: -23561.9589
Energy relative to the best compared isomer or geometry (same formula, charge and spin) in kJ/mol: 92.0
HOMO-LUMO gap in eV: 9.18
Strongest force on any atom in eV/Å: 0.68


Entry 7:
DFT (ωB97M-V/def2-TZVPD) results for a molecular structure, C15H24B12Br6CaCl3F4N2O4.

CARTESIAN COORDINATES (ANGSTROEM)
1 B -4.3744 1.0363 2.7330
2 H -6.7061 -0.1300 0.1236
3 B -4.3819 -0.4864 -0.2867
4 H 1.0873 -4.7476 -2.3094
5 O 3.0546 1.0065 -2.0669
6 H -6.4181 2.2484 1.5812
7 H 5.3417 2.1509 -4.5859
8 C 3.9583 0.2426 -2.4547
9 H -4.4742 -1.0034 -1.3446
10 Br -1.8968 -2.3371 0.6464
11 B -3.9930 -0.7046 2.5574
12 Br -1.1069 0.7630 2.7701
13 B -2.8710 0.5346 1.9261
14 H 3.9232 -1.8823 -2.8958
15 C -1.4279 -2.6320 -3.1072
16 C 0.7157 -2.1365 -2.1014
17 C 2.0219 -2.5966 -1.4469
18 C 0.6830 3.4033 1.8812
19 H 2.3351 3.1370 5.4585
20 H -6.5885 -0.3899 2.9152
21 C 6.1240 -0.1816 -3.5538
22 H 6.3552 0.0076 -4.6014
23 C 0.6171 3.6603 4.2320
24 C 0.0366 -4.4732 -2.3383
25 C 5.1292 2.0732 -3.5202
26 H 4.2001 2.5843 -3.2981
27 B -3.8482 1.8788 1.2548
28 Br -3.4035 3.7964 1.3036
29 F 2.9363 -0.1090 1.3064
30 H 2.5678 -3.3045 -2.0713
31 B 2.2050 -1.2022 1.9728
32 B -3.2229 -0.9339 0.9680
33 Br -3.5259 -1.8157 4.0828
34 Br -1.6358 0.9440 -1.1205
35 C 2.0675 2.8315 2.0110
36 C 0.0028 3.8233 2.9682
37 F 1.9918 -0.8293 3.2694
38 C 3.9397 -1.2278 -2.0207
39 O 2.8219 -1.4492 -1.1886
40 B -3.1199 0.6612 0.1807
41 Cl 4.2796 2.2840 3.4805
42 C -5.7407 0.0364 0.5763
43 Br -4.3400 1.9395 4.4627
44 H -0.4488 -4.7866 -1.4111
45 O 2.6090 2.3432 1.0640
46 C 2.7027 2.8336 3.3848
47 B -5.6388 -0.1181 2.2725
48 B -4.7630 1.2431 -0.1167
49 Cl 0.0338 3.3165 0.3343
50 H -0.4244 -5.0051 -3.1680
51 H -5.3935 -2.4060 1.0986
52 H -5.1134 1.8684 -1.0541
53 H 5.8882 -1.2355 -3.4491
54 H 1.8096 -3.0805 -0.4907
55 O 0.5107 -0.9136 -2.1648
56 H -1.5616 -3.0939 -4.0852
57 H 5.9445 2.5398 -2.9650
58 H -1.0268 4.1512 2.9021
59 B -5.5459 1.4633 1.4679
60 N -0.1381 -3.0426 -2.5553
61 Cl -0.3037 3.9918 5.5751
62 F 2.8781 -2.3748 1.7868
63 H -1.4523 -1.5523 -3.2005
64 H -2.2273 -2.9504 -2.4386
65 N 5.0128 0.6679 -3.1508
66 C 1.9594 3.1946 4.4468
67 Ca 1.4581 0.4072 -0.4076
68 H 4.8535 -1.4360 -1.4556
69 F 0.9748 -1.2109 1.2040
70 B -4.9274 -1.3265 1.1835
71 H 7.0102 0.0417 -2.9571

Forces on atoms 1 to 2 (eV/Å):
-0.05 0.04 0.09
0.00 0.00 0.00

Calculated values
2S+1: 1
Energy in eV: -522376.2761
HOMO-LUMO gap in eV: 4.03
Charge: +1
Strongest force on any atom in eV/Å: 0.59


Entry 8:
DFT (ωB97M-V/def2-TZVPD) results for C15H24BN3O2 in the gas phase.

CARTESIAN COORDINATES (ANGSTROEM)
1 H 2.6794 -1.5150 -5.3468
2 H 3.8083 -3.3165 -1.4524
3 N 1.3617 -3.5660 -3.6540
4 H -2.3760 1.7529 4.9468
5 C -1.9050 1.6950 2.8673
6 C 0.4114 0.5991 -2.4410
7 N 2.7335 -1.6387 -3.3697
8 C 0.0715 0.2799 3.9580
9 H -3.8243 1.5846 3.9621
10 O -2.1851 0.8204 1.7155
11 C -0.3154 1.4902 3.0825
12 C 2.3952 -2.8436 -3.0009
13 H -0.0476 0.2887 5.0301
14 H 1.4320 2.4355 3.8933
15 B -0.9565 0.6971 1.0617
16 C 2.1575 -0.9865 -4.5256
17 H -1.9187 -1.6716 -0.4068
18 O 0.1530 1.1932 1.7777
19 H -1.8583 3.3215 1.5310
20 H 0.2061 -0.4714 -5.1737
21 C -2.8038 1.2856 4.0608
22 C 0.3696 2.7325 3.6308
23 H 2.5582 -4.4111 -1.6687
24 H -1.2243 -2.3198 -2.7855
25 C 0.0574 0.9227 -1.1352
26 H 1.0400 1.2554 -2.9798
27 C -0.6303 0.0504 -0.3258
28 H -0.0272 3.0418 4.6330
29 C -2.2132 3.1436 2.4626
30 C 0.5999 -1.0669 -4.3687
31 H 1.0473 -4.3912 -3.1686
32 H 1.6502 -3.7965 -4.6620
33 H 0.2942 3.5331 2.9843
34 H 0.2350 -2.0533 -4.6055
35 N 3.1259 -3.6613 -2.0395
36 H 2.4889 0.0398 -4.5001
37 H 0.4355 1.8429 -0.7231
38 H -1.9317 3.9450 3.2174
39 H 1.1582 0.1545 3.8697
40 C -1.1714 -1.1302 -0.9132
41 C 0.0358 -0.5980 -3.0356
42 H -3.2963 3.1044 2.2864
43 H -0.3762 -0.5275 3.3387
44 C -0.7557 -1.4463 -2.2531
45 H -2.6889 0.2017 4.2256

Forces on atoms 1 to 2 (eV/Å):
-1.05 0.50 -0.48
1.29 1.32 1.25

Calculated values
Structure (SMILES): CC1(C)OB(c2ccc(CCN=C(N)N)cc2)OC1(C)C
2S+1: 1
Energy in eV: -25187.3106
Energy relative to the best compared isomer or geometry (same formula, charge and spin) in kJ/mol: 21.3
HOMO-LUMO gap in eV: 9.24
Strongest force on any atom in eV/Å: 4.18